(1)
20
Properties=species:S:1:pos:R:3 method="wB97M-V/def2-TZVPD" homo_energy_ev=-14.250 total_charge=+1 smiles="CN(C(N)=O)[NH+](C)C" spin_multiplicity=1
H 2.4557 1.6112 0.4841
H -1.5141 -1.9401 -0.9625
N 0.5075 0.3352 0.3883
C -0.6427 -1.2948 -1.0317
H 3.8712 0.3774 0.3607
C 2.0077 -0.2815 0.5098
N 2.9203 0.6425 0.3564
H -2.2445 0.3194 0.8490
O 2.0820 -1.4265 0.7095
H 0.9334 1.2451 -1.5154
C 0.3822 1.3999 -0.5557
H 0.2177 -1.4723 0.8452
C -1.5499 -0.5453 1.1603
H -0.5921 1.6930 -0.7908
H -2.2102 -1.5078 1.2879
H 0.8660 2.2524 -0.0532
H -1.3522 -0.2498 2.2017
H 0.2236 -1.4878 -1.5310
H -1.0640 -0.4588 -1.5429
N -0.3734 -0.7370 0.3954

(2)
20
Properties=species:S:1:pos:R:3 method="wB97M-V/def2-TZVPD" homo_energy_ev=-13.463 total_charge=+1 spin_multiplicity=1
N -0.2130 1.0221 1.0705
H -2.6621 -0.6185 -1.5311
C 1.9009 -0.0949 -0.3406
H -3.5477 -0.5067 0.4866
H 3.1803 1.0229 0.9905
H 0.0618 -0.9758 0.9020
C -2.0751 -0.0599 -0.8002
H 3.4189 -0.6631 0.7778
N -2.5394 -0.4755 0.5181
O 1.9469 -1.1997 -0.9052
H 2.0365 0.6737 -1.1391
H -0.4454 -1.4741 -0.8092
C -0.6201 -0.4086 -1.0080
C 0.2861 -0.0237 0.4122
N 2.7946 0.1336 0.7073
H 0.1475 1.9183 0.7329
H -2.0926 1.0226 -0.9879
H -0.0506 -0.0852 -1.8713
H -2.2338 0.1687 1.2350
H 0.7063 0.6236 1.5595

Which structure loses on stability? (2) does.

(1)
18
Properties=species:S:1:pos:R:3 method="wB97M-V/def2-TZVPD" homo_energy_ev="-7.138 / -7.136" total_charge=0 spin_multiplicity=1
H 1.4029 0.9853 0.4477
H 1.9096 -1.7913 -2.5692
N -1.8697 -1.2491 2.6281
H 0.5465 2.1638 -0.3232
N 0.7820 -0.0344 -2.5316
H -0.2234 2.3060 1.7394
H -0.2851 0.6637 2.1184
C -0.4841 1.3613 1.3269
H -1.6452 1.4576 1.2083
H -1.5896 -1.8649 1.8948
H 1.8636 -0.8810 -4.1689
Cl 0.5675 -2.0097 -0.1449
Si -0.2350 -0.3051 -1.0925
C 0.3481 1.1163 0.1292
H -1.7041 -0.3536 2.2093
C 1.5478 -0.9075 -3.1195
H 0.3994 0.6594 -3.2186
H -1.3315 -1.3167 3.4664

(2)
18
Properties=species:S:1:pos:R:3 method="wB97M-V/def2-TZVPD" homo_energy_ev="-7.786 / -7.785" total_charge=0 spin_multiplicity=1
Si 0.7161 0.0234 0.7958
H 1.6080 -0.7344 3.1974
H 2.8189 -0.3114 1.8506
H 1.9435 1.0199 2.6501
H 0.1350 0.2389 -1.7299
H -0.9551 0.7355 2.5849
H -0.1773 2.1119 2.0054
H -0.4165 -1.5202 -3.7950
C -0.5683 1.1707 1.6431
Cl -0.0596 -1.7815 0.3473
H -2.6811 -1.2066 -2.8216
H -2.0118 -0.0138 -1.6146
N 0.4125 -0.2819 -2.4902
N -0.6206 -0.8191 -3.0268
C -1.8578 -0.6339 -2.5638
H 1.2604 0.7333 -0.2865
C 1.8525 -0.0790 2.2958
H -1.3989 1.3483 0.9580

Which structure loses on stability? (2) does.

(1)
20
Properties=species:S:1:pos:R:3 method="wB97M-V/def2-TZVPD" homo_energy_ev=-8.461 total_charge=0 smiles="CP(C)C1=CC1.C" spin_multiplicity=1
H 1.6568 -0.6223 0.8671
C -0.5559 -2.4103 0.9571
P -0.6101 -1.1505 -0.2428
C 1.1415 -0.5956 -0.1666
H -2.4929 0.1717 0.7546
H -2.3486 -3.3602 2.1038
C -1.3449 -2.9781 2.1147
H -1.1662 -2.6513 3.0809
C 0.7268 2.8644 -2.3365
H 0.6319 1.9400 -1.8226
C -0.1665 -3.5781 1.3875
H 1.7309 3.2069 -2.6432
C -1.3046 0.1264 0.8704
H -1.0112 0.0454 1.9616
H 1.1480 0.5397 -0.2116
H 0.2551 -4.5171 1.0926
H -0.9532 1.2033 0.5104
H 0.3013 2.7307 -3.3251
H 0.2734 3.6345 -1.8433
H 1.6899 -1.1737 -0.8189

(2)
20
Properties=species:S:1:pos:R:3 method="wB97M-V/def2-TZVPD" homo_energy_ev=-7.474 total_charge=0 spin_multiplicity=1
C 1.0834 1.0317 -0.3347
H 2.9444 -0.8136 -1.3868
H 2.2142 0.3704 1.4090
C -0.9979 -0.9042 1.4313
C -0.9272 -0.8818 -1.4154
C -1.6355 1.6805 -0.0644
H -1.9036 -1.2644 -1.2235
H -2.5998 1.2486 -0.3445
H -1.1936 2.5288 -0.7267
H 1.6812 -1.3808 -0.2104
H -0.2111 -1.4974 1.8351
H 3.1787 1.2940 0.1233
H -1.8035 2.0522 0.9346
H -2.0497 -1.3683 1.4166
H -1.0218 -0.1899 2.3159
C 2.3144 -0.6113 -0.5344
C 2.3560 0.6048 0.4071
P -0.4327 0.2424 0.0449
H -0.8491 -0.4542 -2.4144
H -0.1470 -1.6875 -1.2628

Which structure loses on stability? (2) does.

(1)
15
Properties=species:S:1:pos:R:3 method="wB97M-V/def2-TZVPD" homo_energy_ev=-3.920 total_charge=-1 spin_multiplicity=1
H 1.4389 -1.1046 -0.6578
C -0.0781 -0.7643 -2.1516
C 0.0045 0.7672 1.9604
H -0.2952 1.7048 2.4617
C 1.3800 -0.5501 -1.6206
C -1.2791 0.3442 1.2464
O -0.3189 -1.8285 -2.7535
O -0.8094 0.2199 -1.9076
H -2.1908 0.7758 1.7400
H 2.1443 -1.0143 -2.2645
H -1.2460 0.6675 0.1996
H 0.3531 -0.0311 2.6246
H -1.5407 -0.7198 1.2310
H 1.6722 0.4641 -1.3467
H 0.7652 1.0693 1.2386

(2)
15
Properties=species:S:1:pos:R:3 method="wB97M-V/def2-TZVPD" homo_energy_ev=-3.826 total_charge=-1 spin_multiplicity=1
H -1.0710 1.3901 1.1213
H -0.4907 0.6233 -1.0613
H 1.2705 -2.8797 -0.7627
O 2.7175 -1.6846 1.6320
C 1.9026 -1.3744 0.7332
C 0.9542 -2.4707 0.2027
H -0.9359 2.0763 -1.8847
O 1.7296 -0.2496 0.2020
H -0.2986 2.7325 0.3930
C -1.1981 2.1069 0.3018
H -2.0576 2.7293 0.5627
H -2.1396 0.9026 -1.2486
H 0.8416 -3.3452 0.8574
H -0.0095 -1.9987 0.0057
C -1.2149 1.4418 -1.0545

Which structure loses on stability? (1) does.

(1)
15
Properties=species:S:1:pos:R:3 method="wB97M-V/def2-TZVPD" homo_energy_ev=-2.105 total_charge=-1 smiles=[O-]CCCCO spin_multiplicity=1
H -0.7081 1.1462 -1.4424
H -0.2436 -1.1575 -2.4087
H -1.3634 -0.5330 1.6147
O -1.0373 1.0480 2.8193
H 0.4130 1.6961 0.6886
C -0.6164 0.3292 -0.7262
O 1.4537 -0.2193 -1.9654
H -1.5686 -0.1558 -0.4806
C 0.1181 0.6462 0.5855
H 0.3308 -0.3220 2.4278
H 0.4267 -1.5343 -0.8009
H 2.1116 -0.4905 -1.3285
H 1.0752 0.1136 0.5553
C 0.1662 -0.7350 -1.4913
C -0.5578 0.1681 1.9528

(2)
15
Properties=species:S:1:pos:R:3 method="wB97M-V/def2-TZVPD" homo_energy_ev=-3.012 total_charge=-1 smiles=C[C@H]([O-])CCO spin_multiplicity=1
O -0.8865 -1.4057 1.7982
H 0.0809 0.1961 -2.9290
H 0.9225 1.2957 0.7216
H 0.7015 1.4798 -1.9957
H -0.2245 0.1562 2.7314
C 0.1806 -0.3003 -0.7505
O -0.7199 -1.3018 -0.6967
C -0.0157 0.6556 -1.9352
C 0.1389 0.5338 0.5953
H 1.2422 -0.6850 -0.8189
H 1.1141 -0.7704 1.9858
H -0.8032 1.1021 0.5625
C 0.0971 -0.3784 1.8175
H -0.8067 -1.6705 0.8102
H -1.0214 1.0929 -1.8965

(3)
15
Properties=species:S:1:pos:R:3 method="wB97M-V/def2-TZVPD" homo_energy_ev=-3.603 total_charge=-1 spin_multiplicity=1
H 1.0293 1.1794 1.9958
H 0.1547 -1.4743 2.6140
H -0.2211 0.0880 3.5855
C -0.1189 0.5779 -1.9965
H -0.0729 0.9707 0.6746
H -0.3341 1.3211 -2.7982
H -1.2992 -0.7410 2.2437
H -0.7382 1.0463 -1.1920
O -0.0288 -0.8954 -3.7326
C -0.1978 -0.4155 2.5770
C 0.4760 0.5328 1.4521
H 0.9627 0.6053 -1.7957
O -0.4360 -1.8963 -1.7727
C -0.3077 -0.9637 -2.5251
H 1.1322 0.0648 0.6703

(4)
15
Properties=species:S:1:pos:R:3 method="wB97M-V/def2-TZVPD" homo_energy_ev=-3.701 total_charge=-1 spin_multiplicity=1
H 1.0530 1.7106 1.4133
C -0.8158 -2.4396 0.7577
C 1.4216 1.2967 0.4820
H -1.1383 -0.7972 -0.8568
H -2.1266 -2.3544 -0.9954
H -0.1450 1.9606 -0.6816
C -1.6074 -1.6471 -0.3575
O -1.0962 -2.1747 1.9365
H 1.0969 3.2688 -0.6404
C 0.9254 2.1950 -0.6618
H -2.3373 -1.0790 0.2437
H 2.4974 1.1068 0.4725
O -0.0279 -3.3099 0.3243
H 1.2724 1.9506 -1.6735
H 1.0277 0.3126 0.2370

Which structure loses on stability? (1) does.

(1)
9
Properties=species:S:1:pos:R:3 method="wB97M-V/def2-TZVPD" homo_energy_ev=-7.879 total_charge=0 smiles="C=[PH2]P" spin_multiplicity=1
H -2.5856 -1.3796 -0.4382
H 0.0512 -1.6035 -0.7390
H 1.7458 0.7630 1.1978
H -2.0456 -0.6557 1.4680
H 0.2950 0.3331 -1.5885
C 1.7640 -0.1579 0.5958
P -2.0257 -0.1678 0.1138
H 1.7644 -1.1710 1.1391
P 0.3361 -0.3206 -0.3391

(2)
9
Properties=species:S:1:pos:R:3 method="wB97M-V/def2-TZVPD" homo_energy_ev="-8.697 / -8.617" total_charge=0 spin_multiplicity=1
H -1.3354 0.2349 -0.7143
P -0.0040 0.1698 -1.4435
H 0.8072 -1.9412 1.0333
H 0.0079 2.0351 0.5365
H 1.8291 -0.4613 0.1861
C 0.7371 -0.2389 0.0760
P 0.3086 0.8846 1.4329
H -0.1777 -1.1164 -2.0938
H 1.7060 1.3121 1.5797

Which structure loses on stability? (2) does.

(1)
9
Properties=species:S:1:pos:R:3 method="wB97M-V/def2-TZVPD" homo_energy_ev=-9.128 total_charge=0 spin_multiplicity=1
N -1.6445 -0.9280 -0.3774
N 1.3950 0.8007 0.2106
C -0.6844 -0.0651 -0.5605
N -2.4514 -1.7009 -0.2098
H 2.0954 0.8188 0.9385
H -0.6634 0.4431 -1.5143
O -0.0284 -0.1635 1.7156
H 1.7464 0.6563 -0.7245
C 0.2287 0.1619 0.5696

(2)
9
Properties=species:S:1:pos:R:3 method="wB97M-V/def2-TZVPD" homo_energy_ev=-9.485 total_charge=0 smiles=Oc1nc[nH]n1 spin_multiplicity=1
H 2.6238 0.6226 -0.2937
H -2.0369 -1.2715 -0.0902
H -1.7919 1.2239 0.5474
N -1.0526 0.5980 0.2687
C -1.1196 -0.6993 -0.0643
N 0.0796 -1.1701 -0.3210
N 0.2412 1.0186 0.2571
C 0.8642 -0.0893 -0.0985
O 2.1921 -0.2329 -0.2055

Which structure loses on stability? (1) does.

(1)
9
Properties=species:S:1:pos:R:3 method="wB97M-V/def2-TZVPD" homo_energy_ev="-8.431 / -9.277" total_charge=0 spin_multiplicity=1
O 0.7679 1.5233 0.0715
C 1.3772 0.4794 -0.1464
H 1.5228 -1.5523 0.0507
N -0.5196 -1.0173 -0.1045
C 0.7525 -0.8841 -0.1638
H 2.5479 0.4079 -0.2807
N -2.3987 0.2705 -0.3380
N -1.3688 -0.2324 -0.3503
H -2.6811 1.0049 1.2615

(2)
9
Properties=species:S:1:pos:R:3 method="wB97M-V/def2-TZVPD" homo_energy_ev=-9.938 total_charge=0 smiles=Oc1nnc[nH]1 spin_multiplicity=1
O 0.2788 1.8440 -0.6954
N -0.1793 0.2503 0.9546
C -0.4407 -1.1288 0.7958
H 0.1378 1.8878 -1.6507
C 0.1144 0.5610 -0.3820
H -0.7955 -1.7560 1.6059
N -0.2174 -1.5485 -0.4062
N 0.2040 -0.4655 -1.1634
H 0.8978 0.3558 0.9415

Which structure loses on stability? (1) does.